Below is a structure of composition C27H35O3Si, with properties calculated with ωB97M-V/def2-TZVPD.

```
66
Properties=species:S:1:pos:R:3:mulliken_charge:R:1
C -0.35838 -1.86665 2.15165 -1.04
Si 0.74780 -3.16276 1.41191 0.40
C 2.24301 -3.57182 2.44121 -0.81
C -0.20369 -4.66015 0.86849 -1.23
O 1.41254 -2.40581 0.06733 -0.19
C 1.57779 -2.50055 -1.27433 1.12
C 2.75761 -2.05174 -1.78252 0.04
C 2.99200 -1.91062 -3.23738 -0.82
C 2.04238 -0.93579 -3.95851 -1.06
C 0.61242 -1.44174 -4.16124 -0.68
C -0.17914 -1.79075 -2.89184 -0.78
C 0.42636 -2.95101 -2.10341 -0.73
H -0.73900 -2.21717 3.12083 0.38
H 0.17319 -0.91793 2.30376 0.28
H -1.22127 -1.67759 1.49868 0.31
H 1.92016 -3.92866 3.42937 0.48
H 2.82297 -4.37927 1.97315 0.24
H 2.90560 -2.70771 2.58770 0.15
H -0.33811 -5.29861 1.75309 0.42
H -1.19616 -4.38318 0.48852 0.34
H 0.33239 -5.23325 0.10042 0.37
H 3.35712 -1.52643 -0.94940 -0.53
H 4.02233 -1.56135 -3.40927 0.18
H 2.93627 -2.91252 -3.70020 0.44
H 2.00784 0.00207 -3.39447 0.36
H 2.46670 -0.70404 -4.94123 0.41
H 0.05690 -0.65453 -4.69321 0.38
H 0.63464 -2.32507 -4.81989 0.27
H -0.26517 -0.90535 -2.24451 0.33
H -1.19735 -2.08705 -3.18192 0.44
H 0.80835 -3.70808 -2.81581 0.43
H -0.31757 -3.43798 -1.46467 0.20
C 6.61412 -6.11493 -4.47962 -0.38
C 7.06645 -4.65188 -4.35615 -0.68
C 6.49547 -4.25332 -3.02656 0.67
C 6.06683 -5.43315 -2.37431 0.24
O 6.14663 -6.55333 -3.14904 -0.49
C 5.46529 -5.38580 -1.10431 -1.29
C 5.09600 -4.13804 -0.61959 -0.22
C 5.29228 -2.96559 -1.38216 -0.34
C 4.60140 -1.66650 -1.04254 1.38
C 4.86982 -1.13513 0.34895 -0.51
C 6.01683 -1.41598 1.10036 -0.50
C 6.15238 -0.82450 2.36121 0.90
C 5.12440 -0.00067 2.88205 0.32
O 5.40229 0.55740 4.08900 -0.53
C 6.75516 0.12644 4.45262 -0.39
C 7.27683 -0.81212 3.34369 -0.61
C 3.95865 0.24507 2.15848 -1.56
C 3.86390 -0.30563 0.89536 -1.00
C 6.12745 -3.02417 -2.50817 -0.23
H 5.77627 -6.19609 -5.18835 0.29
H 7.41371 -6.80023 -4.79037 0.30
H 8.16407 -4.60445 -4.36796 0.24
H 6.70876 -4.02290 -5.17873 0.34
H 5.26709 -6.32031 -0.58320 0.44
H 4.61491 -4.05308 0.35459 0.53
H 4.90198 -0.88952 -1.76854 0.87
H 6.80007 -2.07349 0.72266 0.50
H 7.37228 1.03283 4.54308 0.29
H 6.69107 -0.37452 5.42816 0.28
H 7.48667 -1.81369 3.74521 0.26
H 8.20336 -0.41748 2.90371 0.27
H 3.17499 0.87536 2.57870 0.43
H 2.96952 -0.10695 0.31312 0.59
H 6.44400 -2.09850 -3.00851 0.46
```

Values from the calculation:
Relative energy (zero: lowest compared OMol25 entry of this formula, charge and spin): 177.8 kJ/mol
Charge: +1
Molar mass: 435.66 g mol⁻¹
HOMO level: -11.04 eV